C3H5BN2O2 | the ωB97M-V functional and the def2-TZVPD basis

Properties
* orbital gap: 10.1 eV
* HOMO level: -0.362 Ha
* SMILES: [H]/N=B/O.C=CN=C=O
* ΔE to the lowest compared entry with this formula, charge and spin: 331.2 kJ/mol

```
13
C3H5BN2O2 the ωB97M-V functional and the def2-TZVPD basis
H 2.105 -0.739 2.295
N 2.145 -0.582 1.308
B 2.012 -0.860 0.081
O 1.882 -1.045 -1.207
H 1.115 -0.615 -1.654
C -2.436 -0.045 -0.762
C -1.141 0.104 -0.664
N -0.464 0.918 0.300
C 0.253 1.218 1.175
O 0.843 1.866 1.939
H -3.006 -0.375 -1.603
H -2.943 0.593 -0.011
H -0.364 -0.438 -1.197
```

C3H5BaLiO3 | the ωB97M-V functional and the def2-TZVPD basis

Properties
* orbital gap (alpha / beta): 8.3 / 10.2 eV
* charge: +3
* HOMO level (alpha / beta): -0.759 / -0.835 Ha
* <S²>: 0.753
* ΔE to the lowest compared entry with this formula, charge and spin: 0.0 kJ/mol
* multiplicity: 2

```
13
C3H5BaLiO3 the ωB97M-V functional and the def2-TZVPD basis
H -0.875 -0.277 0.882
O -0.670 0.558 0.093
C -1.209 1.601 1.002
C -1.869 0.697 2.036
C 2.529 -1.414 2.206
O 2.007 -0.621 1.530
O 3.053 -2.183 2.879
Ba -1.686 0.305 -2.456
Li 1.595 0.803 0.276
H -1.956 2.206 0.476
H -0.359 2.126 1.454
H -2.713 0.109 1.671
H -1.980 1.156 3.020
```

C3H5Br2NO3 | the ωB97M-V functional and the def2-TZVPD basis

Properties
* orbital gap (alpha / beta): 8.5 / 7.9 eV
* HOMO level (alpha / beta): -0.346 / -0.327 Ha
* ΔE to the lowest compared entry with this formula, charge and spin: 243.9 kJ/mol

```
14
C3H5Br2NO3 the ωB97M-V functional and the def2-TZVPD basis
C 1.453 0.427 -0.316
C 0.515 -0.809 -0.103
C -0.890 -0.281 -0.344
N -1.354 1.056 1.474
O -1.026 0.655 2.531
O -1.953 1.961 1.045
O 0.688 -1.960 -0.904
Br -2.200 -1.666 -0.123
Br -1.406 1.004 -1.598
H 1.393 1.102 -1.240
H 2.446 0.030 -0.185
H 1.405 1.197 0.470
H 0.767 -0.988 0.988
H 0.161 -1.726 -1.695
```

C3H5Br2NO3 | the ωB97M-V functional and the def2-TZVPD basis

Properties
* orbital gap (alpha / beta): 8.8 / 8.8 eV
* HOMO level (alpha / beta): -0.349 / -0.349 Ha
* ΔE to the lowest compared entry with this formula, charge and spin: 112.2 kJ/mol

```
14
C3H5Br2NO3 the ωB97M-V functional and the def2-TZVPD basis
C 1.337 0.922 0.118
C -1.182 0.291 0.486
C 0.030 0.224 -0.330
N 0.394 -1.707 0.148
O 0.504 -1.982 1.315
O 0.169 -2.424 -0.819
O -0.069 0.036 -1.643
Br -2.639 -0.872 0.058
Br -1.848 2.240 0.120
H 1.214 2.069 -0.135
H 1.546 1.056 1.211
H 2.219 0.543 -0.359
H -1.021 0.415 1.647
H -0.653 -0.811 -1.818
```

C3H5Br3O2 | the ωB97M-V functional and the def2-TZVPD basis

Properties
* orbital gap (alpha / beta): 5.1 / 5.2 eV
* HOMO level (alpha / beta): -0.309 / -0.310 Ha
* ΔE to the lowest compared entry with this formula, charge and spin: 200.7 kJ/mol

```
13
C3H5Br3O2 the ωB97M-V functional and the def2-TZVPD basis
C 1.195 0.582 0.547
C -0.136 -0.077 0.475
C -0.345 -1.138 -0.620
O -1.055 0.922 0.317
O -0.486 -0.699 1.721
Br 0.977 -2.245 -1.024
Br -1.991 -1.665 -1.222
Br -0.296 1.312 -3.083
H 2.025 0.014 0.801
H 0.988 1.382 1.284
H 1.302 1.038 -0.472
H -0.811 1.540 -0.451
H -1.367 -0.966 1.727
```

C3H5BrF2 | the ωB97M-V functional and the def2-TZVPD basis

Properties
* orbital gap (alpha / beta): 9.2 / 9.2 eV
* HOMO level (alpha / beta): -0.320 / -0.320 Ha
* ΔE to the lowest compared entry with this formula, charge and spin: 282.9 kJ/mol

```
11
C3H5BrF2 the ωB97M-V functional and the def2-TZVPD basis
C 0.121 -0.992 0.586
C 0.485 0.150 -0.336
C -0.543 2.136 0.330
F -1.568 1.803 1.041
F -0.962 2.400 -0.892
Br 2.426 0.644 -0.181
H 0.403 -0.685 1.591
H 0.735 -1.935 0.465
H -0.959 -1.216 0.486
H 0.187 0.172 -1.478
H 0.101 2.942 0.629
```

C3H5BrO | the ωB97M-V functional and the def2-TZVPD basis

Properties
* orbital gap: 10.5 eV
* HOMO level: -0.357 Ha
* SMILES: C=C(Br)CO
* ΔE to the lowest compared entry with this formula, charge and spin: 133.0 kJ/mol

```
10
C3H5BrO the ωB97M-V functional and the def2-TZVPD basis
C 0.420 -1.236 -0.951
C 0.551 -0.379 -0.007
Br 2.341 0.131 0.504
C -0.667 0.593 0.736
O -1.244 1.432 -0.110
H 1.389 -1.646 -1.200
H -0.464 -1.844 -1.225
H -1.477 -0.150 0.916
H -0.359 1.008 1.690
H -0.490 2.089 -0.354
```

C3H5BrS | the ωB97M-V functional and the def2-TZVPD basis

Properties
* orbital gap (alpha / beta): 5.5 / 5.5 eV
* HOMO level (alpha / beta): -0.292 / -0.291 Ha
* ΔE to the lowest compared entry with this formula, charge and spin: 346.3 kJ/mol

```
10
C3H5BrS the ωB97M-V functional and the def2-TZVPD basis
C -0.034 -0.522 -0.190
C -0.104 0.520 -1.239
C 0.085 0.203 1.203
S -1.431 -1.703 -0.100
Br 0.765 0.465 -2.926
H 0.856 -1.303 -0.294
H -0.647 1.408 -1.066
H 1.118 0.015 1.609
H -0.586 -0.348 1.992
H -0.024 1.264 1.011
```